(1)
ORCA calculation (ωB97M-V/def2-TZVPD) on a molecular structure, C39H45GdN6O9 in a non-equilibrium geometry.

Positions of all 100 atoms, in Å:
H (-5.10720, 2.04960, -2.58530)
N (2.90700, 0.22670, 0.72780)
H (6.71700, 0.00440, 2.79920)
O (0.83450, 1.99410, -0.48390)
O (-0.75710, -2.50060, -0.88980)
C (-1.95640, -1.69100, 2.51910)
H (3.99510, 1.40200, 4.84770)
O (1.50270, -1.22040, -1.49500)
C (-3.49070, 0.04150, -1.90160)
H (-7.51310, 1.86500, -3.14560)
C (1.57900, 2.81460, -1.14460)
H (-0.55160, 1.06390, -6.15210)
H (-3.78640, 0.02150, 0.51260)
N (0.46430, 2.23440, -4.67830)
C (-3.36930, -0.04320, 1.52020)
H (2.24880, 4.02790, -4.28140)
C (2.47270, 3.67750, -0.46420)
H (2.18290, -1.12740, 2.14370)
C (4.41570, 1.17940, 2.73830)
H (0.02460, -0.17600, 4.08070)
C (-0.34560, 0.31180, -4.06800)
O (1.54920, -5.88320, -5.56520)
O (0.35810, -1.79260, 1.67650)
H (-7.28830, -2.38880, -2.70880)
C (-8.92560, -0.37110, -3.22470)
H (-3.84360, 2.04220, 1.86960)
H (-2.66770, 1.36240, 3.02140)
H (1.40490, -2.08760, 3.44950)
H (-2.80790, -2.35550, 2.73460)
H (0.29300, -4.92020, -3.77860)
H (-1.76010, -1.08270, 3.41490)
H (-0.74510, 1.87670, 3.72760)
H (-0.81880, -0.65090, -4.01530)
C (-2.34900, 0.11340, -1.47460)
H (0.68440, 3.05590, -5.21420)
C (1.24750, -1.32750, 2.67340)
H (4.94620, 2.12810, 2.59750)
H (5.59120, 0.76400, 4.51250)
H (6.98070, 2.05970, 1.49950)
C (-0.43440, -3.26360, -1.79800)
C (4.55210, 0.73510, 4.19440)
H (5.47250, -0.85160, -0.76900)
C (2.83950, -2.78260, -4.43400)
C (-5.59300, 1.08510, -2.60650)
C (2.28570, 3.93470, -3.20360)
H (1.65490, 0.46610, 3.80040)
Gd (-0.18450, 0.04230, -0.44160)
H (4.18260, -0.27940, 4.32810)
C (-7.54990, -0.27010, -2.93790)
H (-4.10430, -0.47430, 2.20870)
H (3.89610, 5.25260, -0.56200)
C (-6.92990, 0.98330, -2.91730)
H (8.08600, 0.86830, 0.81550)
C (1.52960, 2.94710, -2.56780)
C (-0.22110, 1.14450, -5.13670)
H (6.55020, 1.23470, 0.00970)
O (-2.23410, -0.88230, 1.39700)
C (2.00900, -3.91960, -4.52870)
N (2.26220, -4.89370, -5.53100)
C (-1.02810, 2.73110, 1.73550)
H (3.37130, 1.32720, 2.46730)
N (4.91240, 0.17710, 1.81600)
H (-4.88370, -2.19500, -2.14890)
H (3.86780, -1.58570, -0.82410)
H (-0.45590, -3.19710, 2.97320)
O (-1.91760, 1.81330, 1.13440)
H (2.38670, -0.12810, -0.07630)
C (0.79600, -0.00870, 3.31040)
N (0.24110, 0.86970, -2.96710)
C (2.64440, -1.86700, -3.45010)
C (3.21870, 4.62280, -1.12070)
H (5.02720, -2.11100, 0.39290)
C (7.03850, 1.11050, 0.97310)
H (-1.07440, -4.14070, -2.01630)
H (-1.03970, -3.16160, 1.28260)
H (6.58490, -0.97030, 1.34260)
H (-1.56560, 3.58490, 2.16460)
C (-6.80380, -1.42220, -2.67000)
H (3.62850, -2.66990, -5.16190)
C (-2.97730, 1.37180, 1.97050)
C (-4.84320, -0.05880, -2.30630)
H (3.68860, 5.53410, -3.01320)
C (0.71140, -3.13800, -2.64910)
H (3.26790, -0.98810, -3.37890)
C (4.66150, -1.24850, -0.16330)
C (3.11600, 4.77700, -2.49930)
O (3.18560, -4.69510, -6.30280)
C (6.34610, 0.00300, 1.77210)
H (2.55200, 3.55640, 0.60710)
C (4.10570, -0.21200, 0.78400)
H (0.68390, 2.70270, 3.06810)
C (0.94560, -4.06760, -3.65990)
C (1.60630, -2.01420, -2.47000)
C (0.74000, 2.03410, -3.35970)
H (-0.37540, 3.04870, 0.91900)
C (-5.46790, -1.31200, -2.36010)
C (-0.74490, -2.54930, 2.13670)
N (-10.05010, -0.45590, -3.44200)
C (-0.16460, 2.05650, 2.80690)
O (0.28030, 0.81910, 2.29160)

Summary:
Frontier orbital gap (alpha / beta) (eV): 7.5155 / 4.8620
2S+1: 8
Highest occupied orbital energy (alpha / beta) (eV): -7.415 / -7.404
⟨S²⟩: 16.0337



(2)
ORCA calculation (ωB97M-V/def2-TZVPD) on a molecular structure, C39H47CoN3P2S in a non-equilibrium geometry.

Positions of all 93 atoms, in Å:
C (-0.88896, 2.35887, 1.89343)
H (1.47504, -2.06723, -3.14843)
C (-2.03208, -3.04766, 0.04976)
H (0.64418, 3.89836, -0.29910)
H (3.60044, 0.82832, -1.07158)
H (-3.92886, 3.27985, 2.63079)
C (-1.04776, 2.15433, 0.47412)
H (-4.38909, -2.52036, -1.77700)
C (-1.55992, 3.32335, 2.57542)
H (-4.41708, 6.19033, 2.16640)
C (3.85197, -0.24614, -1.09004)
C (1.72758, 2.67860, -3.81362)
C (-0.20931, -2.91616, -2.16868)
H (-5.65325, 4.83969, 2.61962)
Co (-0.17767, -1.49513, -0.55103)
C (-4.06928, 3.93311, 0.58073)
C (-2.30970, 4.35842, 1.85135)
H (1.79405, -4.80985, -0.21498)
H (1.70159, 2.70464, 1.48715)
C (1.66620, 4.06310, -3.47297)
H (-2.82440, -3.17753, 2.14950)
H (1.97096, 4.83230, -4.19534)
C (-2.34363, -2.27182, -1.07818)
C (0.85514, 2.25564, -1.62386)
H (1.43431, -3.66168, -3.37381)
H (5.61652, -2.55137, -2.93007)
H (-3.61564, -4.19947, 0.94400)
C (3.15453, -2.03694, 4.99805)
C (1.80855, -2.04416, 4.71334)
P (1.72101, -0.85906, 0.80851)
H (-2.40586, -0.55194, -3.34541)
C (0.77046, -2.81598, -3.34537)
C (1.29437, 1.78109, -2.88003)
H (-3.72623, -0.99593, -2.19528)
H (0.16660, -2.62594, -4.21496)
P (0.22597, 1.15476, -0.40537)
H (-2.11884, 2.91322, -1.33115)
C (0.05293, -3.78683, -1.07481)
C (4.11204, -1.49574, 4.06952)
C (4.74048, -0.69598, -2.08331)
C (3.73570, -1.10896, 2.79744)
H (-1.87337, 5.32572, 2.02297)
H (-4.39590, 5.30349, 3.80047)
C (-4.62434, 5.23338, 2.71366)
S (-3.83894, 2.16149, 0.20398)
N (1.36846, 0.76972, 0.77332)
C (-2.20441, 2.87259, -0.25908)
C (2.23443, 1.72857, 1.44051)
H (3.20783, 1.76940, 0.95926)
C (0.98174, 3.57480, -1.26765)
H (-5.08135, 5.29270, -0.68307)
H (5.13026, -1.40560, 4.43854)
C (2.35103, -1.25948, 2.45770)
H (-1.09412, -1.31008, -4.21288)
H (2.27273, 1.44625, 2.49538)
C (-1.90123, -1.47849, -3.47988)
N (-5.12974, 4.57747, 0.06633)
H (-0.14748, 1.71518, 2.38455)
H (-2.62975, -2.09276, -4.07232)
H (-1.40629, 3.49374, 3.62910)
C (1.41914, 4.49682, -2.19891)
H (-5.96991, 3.99449, 0.18397)
H (-3.87503, -2.48820, 0.98819)
H (1.96137, -4.36528, -1.89671)
C (-0.54161, -4.67893, 1.21418)
H (1.12608, -2.37704, 5.40133)
H (0.36634, -1.82646, 3.16356)
H (0.43864, -4.59095, 1.66225)
C (4.37439, -2.96229, -1.26175)
H (0.94268, -5.69628, -1.55519)
H (2.10976, 2.37026, -4.81997)
C (-3.71275, -1.74990, -1.39296)
H (3.53207, -2.47823, 5.87955)
H (-0.69131, -5.67948, 0.73134)
N (-3.79734, 4.15547, 2.12156)
H (5.20674, -0.00666, -2.77383)
C (4.99868, -2.09078, -2.14326)
C (1.40852, -1.62904, 3.43217)
C (-3.10515, -3.21970, 1.07449)
H (4.55363, -3.98482, -1.34978)
C (-2.56210, 4.25449, 0.28164)
H (-2.18792, 5.06847, -0.30536)
H (3.11332, -3.21055, 0.39972)
H (1.50452, 5.52537, -2.02491)
H (4.42331, -0.52031, 2.14379)
C (-0.81285, -3.76305, 0.05564)
H (1.22074, 0.71707, -3.00994)
H (-1.33089, -4.55083, 1.95053)
H (-4.26119, -1.42052, -0.56776)
C (1.27403, -4.72462, -1.17679)
C (3.49271, -2.49337, -0.31586)
C (-1.45904, -2.22563, -2.22360)
C (3.21780, -1.13370, -0.20298)

Summary:
Frontier orbital gap (alpha / beta) (eV): 8.2814 / 6.8321
2S+1: 5
Highest occupied orbital energy (alpha / beta) (eV): -15.350 / -15.973
⟨S²⟩: 6.0413
Total charge: +3



(3)
ORCA calculation (ωB97M-V/def2-TZVPD) on a molecular structure, C39H47IN4P2Tl in a non-equilibrium geometry.

Positions of all 94 atoms, in Å:
H (4.66280, 1.77530, 0.83160)
C (-2.26810, -3.99280, 0.17260)
I (-1.21090, -1.54220, 3.16580)
C (-3.48550, -1.23110, -3.94920)
H (2.90070, 1.68150, 0.91800)
H (-0.14020, 5.14400, 4.38480)
H (3.46920, -2.27330, 3.62990)
C (0.75340, 1.05440, -4.09280)
C (1.30360, -1.97280, -2.15900)
C (2.40800, 0.86320, 4.28890)
H (-2.81220, -3.94050, -4.33780)
N (0.29540, -1.83860, -1.28390)
H (-1.98050, -5.80900, 1.26810)
H (5.81090, 0.94460, -1.08410)
H (0.17880, 1.74720, -4.70970)
C (-0.26590, -2.92610, -0.67750)
H (-4.51310, -1.23320, -3.58790)
H (-3.33360, -4.01750, 0.33670)
H (3.09360, 3.34560, -3.01190)
H (-4.88750, -3.51490, -0.66340)
C (2.19540, -0.90220, -2.46470)
C (3.69400, 1.29660, -1.05050)
H (3.66770, -0.49160, 5.36650)
C (-2.59220, -2.16740, -3.13470)
H (-1.56160, -2.04780, -3.49930)
H (5.08420, 0.87020, -2.67910)
C (-5.23750, -2.55040, -1.01620)
P (-2.45010, -1.52860, -1.35890)
H (-3.49890, -1.52070, -5.00150)
C (-0.12350, -4.98520, 0.58170)
C (2.20670, -1.04760, 2.39130)
H (3.86010, 0.20530, 0.81030)
C (-1.50290, -5.00840, 0.72140)
H (2.31700, 3.11110, -4.57230)
H (-6.17190, -2.32400, -0.49890)
C (-2.54920, 3.34340, -2.20640)
C (-1.67540, -2.96700, -0.54810)
N (-0.91560, 2.51520, -0.67820)
H (3.74680, -0.22350, -3.78060)
H (-5.11470, -0.81210, 1.15430)
C (1.43590, -3.15210, -2.93850)
H (1.57140, -3.92140, -0.17550)
H (-3.06000, 3.23550, -3.15140)
C (2.97870, -1.31760, 3.50900)
C (-0.02570, 4.38200, 3.62670)
C (3.22430, -2.21960, -4.22620)
H (2.07500, -1.78480, 1.61280)
C (-4.22960, -1.44130, -0.72880)
H (-2.31870, 5.33430, 0.49470)
H (-5.45780, -2.62910, -2.07870)
H (-3.11010, -0.20980, -3.88130)
H (4.85050, -0.46340, -1.54460)
N (1.57800, 0.09710, 2.20650)
C (0.67830, 3.22180, 3.91150)
H (1.06530, 3.06780, 4.90390)
C (3.10830, -1.04930, -3.50260)
C (-4.15090, -1.15010, 0.76950)
H (-1.39250, 1.54710, -2.39840)
Tl (-0.46990, 0.03940, 0.50200)
C (-0.43020, 3.52350, 1.42860)
H (-3.98840, -3.84450, -3.02760)
C (1.64530, 1.04890, 3.13410)
C (0.86120, 2.28090, 2.89670)
H (-3.53030, 5.17330, -1.62310)
C (-1.14680, 3.54100, 0.15020)
P (1.95660, 0.66690, -1.55980)
C (0.49100, -3.95930, -0.09940)
C (2.68850, 2.59530, -3.68630)
H (3.95540, -2.30690, -5.02030)
H (1.41870, 0.48990, -4.74250)
H (-2.31390, -4.25120, -2.67080)
H (3.69810, 2.35750, -1.32020)
C (-2.95750, -3.63850, -3.29990)
C (1.54570, 1.82110, -3.03390)
C (-2.79940, 4.42040, -1.36120)
C (3.07980, -0.32990, 4.47330)
H (0.73990, -3.96010, -2.74570)
H (2.41910, -4.19240, -4.51350)
H (0.06980, 0.34750, -3.62660)
C (-2.10670, 4.51280, -0.17190)
C (-0.57460, 4.54870, 2.37340)
H (0.47450, -5.76850, 1.02990)
H (-3.41530, -0.36520, 0.95990)
H (0.87430, 2.56090, -2.58210)
H (-3.84560, -2.03050, 1.32900)
C (4.92780, 0.61760, -1.63430)
C (2.36830, -3.27740, -3.93300)
H (-1.11700, 5.44910, 2.14200)
H (2.47610, 1.62890, 5.04620)
H (-4.59970, -0.52640, -1.21960)
H (3.49230, 1.93640, -4.00020)
N (0.31310, 2.44130, 1.69290)
C (-1.60930, 2.41690, -1.79850)
C (3.78440, 1.23570, 0.47190)

Summary:
Frontier orbital gap (eV): 5.0196
Highest occupied orbital energy (eV): -3.038
Total charge: -1



| no. | electronic energy (eV) |
| --- | --- |
| 1 | -89372.83065 |
| 2 | -112689.07683 |
| 3 | -78541.04781 |